[1]
Here is a cluster of 2 separate species, C4H12 in total from the Open Molecules 2025 dataset. Energies are from ωB97M-V/def2-TZVPD.

Energy above the lowest of the compared OMol25 structures with the same formula, charge and spin   0.625 eV
Calculated total energy   -159.56199 hartree

Structure (ORCA input):
```
! wB97M-V def2-TZVPD RIJCOSX def2/J DEFGRID3
* xyz 0 1
C -1.269 -2.794 1.745
H -1.896 -3.595 1.358
H -0.383 -2.666 1.102
H -0.963 -2.994 2.807
H -1.847 -1.827 1.778
C -0.779 1.427 -0.180
C 0.576 1.531 -0.965
C 1.674 0.299 -0.858
H -1.535 1.090 -0.893
H -1.093 2.367 0.258
H -0.769 0.713 0.582
H 1.129 2.437 -0.800
H 0.295 1.622 -2.067
H 1.330 -0.639 -0.444
H 1.968 0.034 -1.881
H 2.554 0.675 -0.250
*
```

[2]
Here is the ion C4H5N2 with charge +1 from the Open Molecules 2025 dataset. Energies are from ωB97M-V/def2-TZVPD.

Expectation value of S²   2.01
Energy above the lowest of the compared OMol25 structures with the same formula, charge and spin   2.649 eV
Calculated total energy   -264.42461 hartree

Structure (ORCA input):
```
! wB97M-V def2-TZVPD RIJCOSX def2/J DEFGRID3
* xyz 1 3
C -2.023 -0.678 1.108
C -1.141 -0.228 0.279
C 0.481 0.535 -1.114
C 0.212 -0.522 0.943
N -0.911 0.321 -1.019
N 1.151 0.051 -0.110
H 0.978 1.090 -1.920
H 0.216 0.008 1.915
H 0.589 -1.485 1.283
H -1.672 0.785 -1.393
H 2.121 0.122 0.027
*
```

[3]
Here is a cluster of 2 separate species, C4H10O2S in total from the Open Molecules 2025 dataset. Energies are from ωB97M-V/def2-TZVPD.

Energy above the lowest of the compared OMol25 structures with the same formula, charge and spin   3.050 eV
Calculated total energy   -706.98129 hartree

Structure (ORCA input):
```
! wB97M-V def2-TZVPD RIJCOSX def2/J DEFGRID3
* xyz 0 1
C -0.155 1.159 1.632
C -1.355 -0.878 0.533
C 1.241 -1.167 -1.088
C -0.255 0.003 0.939
O 2.453 -0.018 1.009
O -0.737 1.453 -1.452
S 1.396 -0.980 0.714
H -0.946 1.938 1.626
H -0.394 2.199 -0.932
H 0.892 1.552 1.864
H -1.584 -1.795 1.240
H -1.168 -1.281 -0.427
H -2.234 -0.291 0.610
H 2.197 -0.850 -1.402
H 0.361 -0.566 -1.370
H 1.212 -2.237 -1.154
H -0.921 1.759 -2.341
*
```

[4]
Here is an isolated molecule of C5H6S from the Open Molecules 2025 dataset. Energies are from ωB97M-V/def2-TZVPD.

Energy above the lowest of the compared OMol25 structures with the same formula, charge and spin   2.108 eV
Calculated total energy   -592.19441 hartree

Structure (ORCA input):
```
! wB97M-V def2-TZVPD RIJCOSX def2/J DEFGRID3
* xyz 0 1
C -1.039 -0.261 -0.188
C 0.021 -1.286 -0.151
C 0.270 0.019 -0.866
C 1.108 1.017 -0.242
C 1.906 1.735 0.310
H -1.982 -0.295 1.964
H -1.779 -0.488 -0.975
H -0.165 -2.129 -0.720
H 0.518 -1.497 0.759
H 0.193 0.049 -1.965
H 2.554 2.423 0.884
S -1.606 0.713 1.189
*
```

[5]
Here is a structure of composition C12H24F12O12P2V from the Open Molecules 2025 dataset. Energies are from ωB97M-V/def2-TZVPD.

Expectation value of S²   6.02
Calculated total energy   -4199.65888 hartree

Structure (ORCA input):
```
! wB97M-V def2-TZVPD RIJCOSX def2/J DEFGRID3
* xyz 1 5
V 33.094 7.365 13.576
P 35.740 7.356 15.214
F 35.086 8.031 13.831
F 35.322 8.787 15.972
F 34.204 6.886 15.357
F 36.119 6.761 16.610
F 35.742 6.031 14.327
F 37.322 7.823 14.974
P 32.474 10.585 13.119
F 32.230 11.764 11.973
F 34.184 10.651 12.900
F 32.569 11.670 14.227
F 32.839 9.450 14.211
F 30.879 10.123 13.279
F 32.547 9.341 12.053
C 36.506 6.997 11.305
O 35.651 7.517 10.335
C 34.378 7.476 10.578
O 33.844 7.066 11.602
O 33.791 8.005 9.463
C 32.331 8.138 9.304
H 36.050 6.125 11.774
H 36.830 7.653 12.112
H 37.393 6.653 10.774
H 32.164 8.930 8.573
H 31.839 8.458 10.222
H 31.915 7.229 8.870
C 34.065 3.242 11.599
O 33.282 3.061 12.729
C 33.050 3.995 13.669
O 33.230 5.198 13.409
O 32.466 3.438 14.714
C 32.617 2.060 15.101
H 33.603 4.034 11.010
H 34.192 2.268 11.127
H 35.057 3.653 11.785
H 32.420 1.921 16.164
H 33.659 1.807 14.910
H 32.136 1.266 14.530
C 29.920 8.487 16.665
O 30.439 7.248 17.146
C 31.265 6.515 16.376
O 31.699 6.740 15.266
O 31.729 5.432 17.052
C 31.407 5.109 18.422
H 30.694 9.239 16.519
H 29.167 8.886 17.345
H 29.477 8.272 15.692
H 31.070 5.984 18.979
H 32.331 4.840 18.933
H 30.638 4.340 18.499
C 29.424 4.621 10.538
O 30.441 5.283 11.356
C 30.198 6.435 12.056
O 31.085 7.113 12.613
O 28.899 6.680 12.140
C 28.537 7.876 12.885
H 28.888 5.263 9.839
H 28.636 4.022 10.997
H 29.924 3.933 9.857
H 29.245 8.148 13.667
H 27.589 7.684 13.389
H 28.531 8.733 12.212
*
```

[6]
Here is an isolated molecule of C7H12 from the Open Molecules 2025 dataset. Energies are from ωB97M-V/def2-TZVPD.

Energy above the lowest of the compared OMol25 structures with the same formula, charge and spin   1.823 eV
Calculated total energy   -273.84154 hartree

Structure (ORCA input):
```
! wB97M-V def2-TZVPD RIJCOSX def2/J DEFGRID3
* xyz 0 1
C -2.374 -0.362 -0.219
C -1.197 0.564 0.052
C -0.098 -0.046 0.956
C 1.289 0.381 0.363
C 2.360 -0.696 0.532
C 0.882 0.713 -1.124
C -0.434 0.820 -1.200
H -2.022 -1.284 -0.700
H -2.890 -0.628 0.706
H -3.096 0.117 -0.891
H -1.560 1.511 0.468
H -0.239 0.225 2.013
H -0.176 -1.143 0.903
H 1.631 1.280 0.914
H 2.055 -1.601 -0.002
H 2.537 -0.967 1.584
H 3.306 -0.349 0.107
H 0.858 0.582 -2.228
H -0.832 0.884 -2.234
*
```

[7]
Here is a cluster of 2 separate species, C5H8Br2O2 in total from the Open Molecules 2025 dataset. Energies are from ωB97M-V/def2-TZVPD.

Energy above the lowest of the compared OMol25 structures with the same formula, charge and spin   0.458 eV
Calculated total energy   -5493.81535 hartree

Structure (ORCA input):
```
! wB97M-V def2-TZVPD RIJCOSX def2/J DEFGRID3
* xyz 0 1
C -0.725 -0.413 -0.905
C -0.173 0.665 -0.363
C 0.235 1.881 -1.086
C -1.061 -1.749 -0.173
C 0.209 0.641 1.051
O -0.143 1.657 1.747
O 0.784 -0.277 1.606
Br -3.003 -1.938 -0.325
Br 2.952 -2.162 0.326
H -1.056 -0.606 -1.919
H -0.245 2.024 -2.020
H 1.325 1.870 -1.398
H 0.148 2.774 -0.481
H -0.713 -1.741 0.911
H -0.599 -2.551 -0.646
H 0.130 1.381 2.639
H 1.936 -1.457 1.034
*
```

[8]
Here is a cluster of 13 separate species, C21H68N12O13 in total from the Open Molecules 2025 dataset. Energies are from ωB97M-V/def2-TZVPD.

Energy above the lowest of the compared OMol25 structures with the same formula, charge and spin   11.058 eV
Calculated total energy   -2475.92482 hartree

Structure (ORCA input):
```
! wB97M-V def2-TZVPD RIJCOSX def2/J DEFGRID3
* xyz 0 1
C -1.329 -2.137 -0.415
O -1.878 -1.548 -1.551
H -0.438 -2.659 -0.728
H -2.105 -2.789 -0.003
H -0.971 -1.407 0.288
H -2.792 -1.286 -1.426
C -3.258 0.013 1.154
O -2.818 1.272 1.672
H -2.602 -0.805 1.449
H -3.314 0.011 0.049
H -4.227 -0.245 1.470
H -3.236 1.944 1.099
C -0.161 0.908 -3.941
O -1.231 0.072 -4.099
H 0.034 1.405 -4.966
H 0.815 0.424 -3.734
H -0.512 1.693 -3.294
H -1.476 -0.329 -3.299
C -1.389 -0.694 3.934
O -2.748 -0.794 4.078
N -0.820 0.127 3.031
N -0.612 -1.457 4.616
H -1.562 0.621 2.427
H 0.060 -0.123 2.540
H -1.104 -2.201 5.102
H 0.418 -1.453 4.719
C 4.162 -0.041 3.982
O 5.033 -0.614 3.045
N 4.328 -0.074 5.261
N 3.054 0.474 3.598
H 5.167 -0.517 5.689
H 3.772 0.426 5.903
H 2.839 0.462 2.605
H 2.288 0.592 4.289
C 4.154 -2.016 -2.458
O 5.484 -2.134 -2.544
N 3.492 -1.177 -3.183
N 3.517 -2.737 -1.620
H 4.026 -0.583 -3.713
H 2.502 -1.313 -3.322
H 4.040 -3.480 -1.202
H 2.497 -2.880 -1.470
C 5.010 -3.238 1.092
O 4.868 -4.323 0.275
N 4.372 -2.129 0.869
N 5.783 -3.242 2.126
H 3.933 -1.999 -0.054
H 4.687 -1.343 1.524
H 6.340 -4.159 2.331
H 5.921 -2.545 2.833
C 1.140 -3.284 1.734
O 1.334 -4.124 0.697
N 2.028 -2.440 2.139
N 0.023 -3.146 2.362
H 2.962 -2.509 1.641
H 2.092 -2.192 3.167
H -0.756 -3.789 2.168
H -0.228 -2.555 3.116
C -0.250 3.618 3.397
O 0.441 4.825 3.318
N -1.530 3.518 3.510
N 0.326 2.490 3.320
H -2.047 4.392 3.635
H -2.006 2.655 3.558
H 1.312 2.544 3.217
H -0.187 1.551 3.352
C -2.481 3.666 -0.502
C -3.624 3.890 0.455
C -4.343 5.231 0.137
O -4.509 2.991 0.387
H -1.700 4.363 -0.183
H -2.788 3.891 -1.442
H -2.101 2.677 -0.496
H -3.198 3.878 1.446
H -4.838 5.200 -0.833
H -3.598 6.049 -0.026
H -5.044 5.539 0.862
H -5.012 3.150 -0.443
C 1.056 -2.616 -4.761
C 0.377 -2.718 -3.429
C 0.584 -4.085 -2.939
O 0.833 -1.930 -2.606
H 0.572 -3.305 -5.459
H 2.128 -2.867 -4.718
H 1.049 -1.628 -5.228
H -0.681 -2.587 -3.502
H 1.679 -4.349 -3.060
H 0.081 -4.857 -3.601
H 0.374 -4.316 -1.935
H 0.051 -1.557 -2.142
C -3.676 2.940 -4.012
C -4.637 2.223 -3.152
C -3.984 1.081 -2.407
O -5.238 2.855 -2.248
H -4.083 3.939 -4.306
H -3.490 2.420 -4.917
H -2.728 3.173 -3.513
H -5.431 1.834 -3.820
H -4.682 0.617 -1.752
H -3.106 1.367 -1.740
H -3.690 0.295 -3.063
H -5.792 3.501 -2.682
C 0.403 1.221 -0.290
C 1.475 0.297 0.244
C 2.856 0.949 0.014
O 1.367 -0.055 1.433
H -0.497 0.660 -0.516
H 0.685 1.793 -1.129
H 0.065 2.006 0.412
H 1.556 -0.652 -0.314
H 2.846 2.060 0.273
H 3.146 0.735 -1.039
H 3.529 0.512 0.681
H 1.594 -1.017 1.508
*
```

[9]
Here is a cluster of 2 separate species, C10H9F7N3O2P2S3 in total from the Open Molecules 2025 dataset. Energies are from ωB97M-V/def2-TZVPD.

Calculated total energy   -3277.57418 hartree

Structure (ORCA input):
```
! wB97M-V def2-TZVPD RIJCOSX def2/J DEFGRID3
* xyz -1 1
C -0.240 -0.693 4.940
C 1.321 -1.078 4.845
C 1.753 -1.759 3.433
C 0.850 -1.077 2.297
C -0.248 -1.936 1.637
F -0.394 -3.290 2.041
C -1.163 -1.247 0.537
N -2.230 -2.065 -0.080
C -1.870 -2.537 -1.241
S -1.530 -2.805 -2.844
C -0.964 0.225 0.112
P -1.937 1.151 -1.209
O -3.498 0.535 -1.508
O -2.087 2.770 -0.661
S -0.893 1.004 -2.861
C 0.176 1.038 0.864
N 0.556 2.420 0.698
S 1.819 2.835 1.756
N 2.094 1.335 2.547
C 1.132 0.438 1.971
H -0.362 0.425 4.666
H -0.548 -0.791 6.053
H -0.939 -1.381 4.355
H 1.905 -0.080 4.896
H 1.629 -1.700 5.757
H 2.852 -1.486 3.182
H 1.710 -2.900 3.445
H -3.511 -0.449 -1.542
H -2.093 2.751 0.332
F 1.660 0.460 -7.973
P 0.948 1.464 -6.941
F -0.118 2.660 -6.845
F 0.463 1.038 -5.471
F 1.625 2.656 -7.778
F 2.308 1.410 -6.090
F -0.252 0.555 -7.498
*
```

[10]
Here is a cluster of 2 separate species, C3H9NO2 in total from the Open Molecules 2025 dataset. Energies are from ωB97M-V/def2-TZVPD.

Energy above the lowest of the compared OMol25 structures with the same formula, charge and spin   0.834 eV
Calculated total energy   -324.94197 hartree

Structure (ORCA input):
```
! wB97M-V def2-TZVPD RIJCOSX def2/J DEFGRID3
* xyz 0 1
C 0.653 1.494 2.567
O 0.162 0.177 2.331
H 0.002 0.111 1.387
H -0.029 2.049 3.210
H 1.623 1.443 3.057
H 0.779 2.045 1.628
C -0.437 0.463 -2.355
C -0.125 -0.523 -1.246
O 0.947 -0.504 -0.663
N -1.086 -1.425 -0.935
H -0.924 -2.102 -0.207
H -2.000 -1.387 -1.351
H -1.432 0.285 -2.754
H 0.314 0.346 -3.127
H -0.335 1.465 -1.948
*
```

[11]
Here is the ion C3H8N3 with charge +1 from the Open Molecules 2025 dataset. Energies are from ωB97M-V/def2-TZVPD.

Energy above the lowest of the compared OMol25 structures with the same formula, charge and spin   3.518 eV
Calculated total energy   -283.03449 hartree

Structure (ORCA input):
```
! wB97M-V def2-TZVPD RIJCOSX def2/J DEFGRID3
* xyz 1 1
C -1.099 1.751 0.057
C 1.325 -0.749 -0.008
C -1.470 -1.075 0.008
N -0.089 1.000 -0.183
N -0.012 -0.347 -0.155
N 2.321 0.082 -0.007
H -2.093 1.374 0.020
H -0.812 2.753 -0.029
H 1.581 -1.772 -0.121
H -2.267 -0.532 0.312
H -1.244 -1.767 0.766
H -1.714 -1.499 -0.923
H 2.224 1.042 0.165
H 3.349 -0.263 0.098
*
```

[12]
Here is an isolated molecule of CH2O2S from the Open Molecules 2025 dataset. Energies are from ωB97M-V/def2-TZVPD.

Energy above the lowest of the compared OMol25 structures with the same formula, charge and spin   3.546 eV
Calculated total energy   -587.85646 hartree

Structure (ORCA input):
```
! wB97M-V def2-TZVPD RIJCOSX def2/J DEFGRID3
* xyz 0 1
C -0.045 0.027 0.870
O 1.018 -0.120 -1.952
O -0.977 -0.299 -0.292
S 0.146 0.655 -1.167
H -0.524 0.725 1.526
H 0.381 -0.988 1.016
*
```